Model w:
# C3H5N5

One molecule with the formula C3H5N5 (ωB97M-V with the def2-TZVPD basis set, OMol25).

Calculated values
HOMO level (eV): -8.48
Total charge: 0
SMILES: c1nc[nH]nc[nH]n1
LUMO energy (eV): 0.78
2S+1: 1
Kohn-Sham gap (eV): 9.26

```
13
C3H5N5 ωB97M-V with the def2-TZVPD basis set
C -1.842 -0.149 0.197
N -1.464 1.047 -0.134
C -0.310 1.667 -0.118
N 1.062 1.282 0.194
N 1.803 0.126 0.182
C 1.330 -1.047 -0.108
N 0.100 -1.589 -0.099
N -1.192 -1.322 0.057
H -2.853 -0.392 0.528
H -0.345 2.712 -0.420
H 1.610 2.101 -0.010
H 1.974 -1.878 -0.202
H 0.129 -2.557 -0.065
```



Model x:
# C3H5N5

One molecule with the formula C3H5N5 (ωB97M-V with the def2-TZVPD basis set, OMol25).

Calculated values
HOMO level (eV): -9.30
Total charge: 0
SMILES: [H]/N=C/Nc1ncn[nH]1
LUMO energy (eV): 0.48
2S+1: 1
Kohn-Sham gap (eV): 9.78

```
13
C3H5N5 ωB97M-V with the def2-TZVPD basis set
H 2.724 -1.419 -0.201
N 1.818 -0.908 -0.110
C 1.830 0.272 -0.033
N 0.761 1.030 0.517
C -0.480 0.482 0.179
N -1.540 1.125 -0.115
C -2.600 0.083 -0.053
N -1.939 -1.139 0.027
N -0.545 -0.913 0.350
H 2.855 0.793 -0.583
H 0.744 1.974 -0.333
H -3.750 0.149 -0.107
H 0.122 -1.529 0.461
```



Model y:
# C3H5N5

One molecule with the formula C3H5N5 (ωB97M-V with the def2-TZVPD basis set, OMol25).

Calculated values
HOMO level (eV): -8.79
Total charge: 0
SMILES: C1CN2NN=NC2=N1
LUMO energy (eV): -0.44
2S+1: 1
Kohn-Sham gap (eV): 8.35

```
13
C3H5N5 ωB97M-V with the def2-TZVPD basis set
C 1.425 0.607 -0.572
C 0.943 -0.631 0.130
N -0.539 -0.497 -0.096
N -1.726 -0.879 0.681
N -2.374 0.226 1.141
N -1.820 1.202 0.666
C -0.575 0.954 0.002
N 0.488 1.552 -0.454
H 2.550 0.699 -0.538
H 1.328 0.185 -1.648
H 1.385 -0.393 1.271
H 1.427 -1.529 -0.496
H -2.511 -1.498 -0.087
```



Model z:
# C3H5N5

One molecule with the formula C3H5N5 (ωB97M-V with the def2-TZVPD basis set, OMol25).

Calculated values
HOMO level (eV): -9.25
Total charge: 0
SMILES: [H]/N=C1C=N/C(=N\[H])N\1N
LUMO energy (eV): -1.05
2S+1: 1
Kohn-Sham gap (eV): 8.20

```
13
C3H5N5 ωB97M-V with the def2-TZVPD basis set
H 1.807 0.460 -2.494
N 1.442 -0.296 -1.960
C 0.808 0.245 -0.893
C 0.128 1.615 -0.498
N -0.747 1.469 0.432
C -0.851 0.166 0.774
N -1.588 -0.337 1.760
H -2.304 0.430 2.060
N 0.119 -0.565 0.034
N 0.654 -1.878 0.237
H 0.168 2.695 -0.939
H 0.914 -2.039 1.227
H -0.263 -2.454 0.318
```



Stability summary: most stable model z, least stable model y.



Model w:
# C3H5N5

One molecule with the formula C3H5N5 (ωB97M-V with the def2-TZVPD basis set, OMol25).

Calculated values
HOMO level (spin up / spin down) (eV): -8.39 / -8.39
Total charge: 0
LUMO energy (spin up / spin down) (eV): -0.32 / -0.32
2S+1: 1
Kohn-Sham gap (spin up / spin down) (eV): 8.07 / 8.07

```
13
C3H5N5 ωB97M-V with the def2-TZVPD basis set
C -0.594 1.138 -0.040
C 3.159 -0.731 -0.009
C -2.018 0.726 -0.002
N -0.264 2.472 -0.003
N 0.441 0.353 -0.052
N 0.840 2.869 0.023
N 2.795 0.490 0.019
N 1.587 0.913 -0.027
H 4.216 -0.923 0.054
H 2.479 -1.574 -0.096
H -2.144 -0.270 -0.418
H -2.373 0.717 1.030
H -2.612 1.445 -0.563
```



Model x:
# C3H5N5

One molecule with the formula C3H5N5 (ωB97M-V with the def2-TZVPD basis set, OMol25).

Calculated values
HOMO level (eV): -9.65
Total charge: 0
SMILES: C1Cn2nnnc2N1
LUMO energy (eV): 0.61
2S+1: 1
Kohn-Sham gap (eV): 10.26

```
13
C3H5N5 ωB97M-V with the def2-TZVPD basis set
C -1.296 0.162 0.374
C -0.611 -1.108 -0.142
N 0.720 -0.480 -0.218
N 2.031 -1.005 -0.089
N 2.782 0.054 0.145
N 1.960 1.266 0.049
C 0.767 0.812 -0.062
N -0.533 1.304 -0.348
H -2.568 0.031 0.182
H -1.034 -0.009 1.599
H -0.663 -2.087 0.222
H -0.771 -1.273 -1.272
H -0.783 2.334 -0.441
```



Model y:
# C3H5N5

A 2-piece molecular cluster, C3H5N5 overall (ωB97M-V with the def2-TZVPD basis set, OMol25).

Calculated values
HOMO level (eV): -8.50
Total charge: 0
LUMO energy (eV): -1.36
2S+1: 1
Kohn-Sham gap (eV): 7.13

```
13
C3H5N5 ωB97M-V with the def2-TZVPD basis set
C 2.379 -0.058 0.255
C -0.564 0.412 -1.593
C -0.737 -0.368 0.578
H 3.587 0.205 0.212
H 1.982 -0.874 1.053
H -0.180 0.922 -2.414
H -2.803 1.026 0.700
H -1.339 -1.014 2.229
N 1.634 0.266 -0.709
N 0.151 -0.033 -0.509
N -1.781 0.436 -1.340
N -1.915 -0.185 -0.231
N -0.413 -0.737 1.768
```



Model z:
# C3H5N5

One molecule with the formula C3H5N5 (ωB97M-V with the def2-TZVPD basis set, OMol25).

Calculated values
HOMO level (eV): -9.36
Total charge: 0
SMILES: [H]/N=C\n1cn/c(=N\[H])[nH]1
LUMO energy (eV): 0.39
2S+1: 1
Kohn-Sham gap (eV): 9.75

```
13
C3H5N5 ωB97M-V with the def2-TZVPD basis set
H -1.664 -1.869 -0.332
N -2.308 -0.980 -0.524
C -1.945 0.107 -0.051
N -0.744 0.578 0.666
C 0.086 1.546 -0.132
N 1.255 1.139 -0.242
C 1.318 -0.335 -0.048
N 2.406 -1.073 -0.154
H 3.194 -0.386 -0.548
N 0.062 -0.744 0.497
H -2.536 0.979 -0.211
H -0.357 2.388 -0.330
H -0.087 -1.454 1.104
```



Stability summary: most stable model z, least stable model y.



Model w:
# C3H5N5

C3H5N5 as an isolated structure (ωB97M-V with the def2-TZVPD basis set, OMol25).

Calculated values
HOMO level (eV): -10.45
Total charge: 0
LUMO energy (eV): -0.15
2S+1: 1
Kohn-Sham gap (eV): 10.30

```
13
C3H5N5 ωB97M-V with the def2-TZVPD basis set
C 0.722 -0.115 -0.397
C 0.201 1.366 0.178
C -0.766 -0.588 -0.449
H 1.734 -0.869 1.256
H 2.047 -1.860 -0.270
H 1.076 0.195 -1.424
H 1.007 2.351 -0.365
H 0.372 1.369 1.313
N 1.928 -0.873 0.250
N -1.215 0.698 -0.334
N -2.625 0.604 0.085
N -2.840 -0.726 0.247
N -1.641 -1.550 -0.091
```



Model x:
# C3H5N5

C3H5N5 as an isolated structure (ωB97M-V with the def2-TZVPD basis set, OMol25).

Calculated values
HOMO level (eV): -8.73
Total charge: 0
LUMO energy (eV): -0.43
2S+1: 1
Kohn-Sham gap (eV): 8.30

```
13
C3H5N5 ωB97M-V with the def2-TZVPD basis set
C 2.021 -0.646 0.288
C 0.873 1.357 -0.367
C -0.480 0.637 -0.251
H -2.220 -0.840 -0.605
H -1.718 -1.700 0.817
H 3.081 -1.135 0.610
H 0.897 2.536 -1.021
H -2.457 1.160 0.723
N -1.263 -1.746 -0.210
N -0.267 -0.669 -0.269
N 0.963 -1.397 -0.057
N 2.032 0.789 -0.020
N -1.464 1.654 0.361
```



Stability summary: most stable model w, least stable model x.



Model w:
# H9O5

A 5-piece molecular cluster, H9O5 overall (ωB97M-V with the def2-TZVPD basis set, OMol25).

Calculated values
HOMO level (eV): -4.59
Total charge: -1
LUMO energy (eV): 2.78
2S+1: 1
Kohn-Sham gap (eV): 7.38

```
14
H9O5 ωB97M-V with the def2-TZVPD basis set
O 2.591 1.491 -0.053
H 2.980 2.255 0.321
O 2.517 -0.319 -1.790
H 3.212 -0.586 -1.177
H 2.225 0.424 -1.156
O 0.102 2.166 -0.018
H -0.310 1.386 -0.357
H 1.124 1.834 0.146
O -1.299 1.753 2.696
H -0.539 1.614 3.235
H -0.901 2.015 1.828
O -3.829 -4.914 -1.556
H -3.635 -3.932 -1.360
H -4.236 -5.185 -0.759
```



Model x:
# H9O5

A 5-piece molecular cluster, H9O5 overall (ωB97M-V with the def2-TZVPD basis set, OMol25).

Calculated values
HOMO level (eV): -4.57
Total charge: -1
LUMO energy (eV): 4.17
2S+1: 1
Kohn-Sham gap (eV): 8.74

```
14
H9O5 ωB97M-V with the def2-TZVPD basis set
O 0.897 -0.214 2.836
H 1.893 -0.242 2.557
O -1.154 1.342 0.747
H -0.716 0.513 0.372
H -1.398 1.139 1.641
O 0.624 -0.636 0.006
H 0.151 -1.556 -0.047
H 0.595 -0.102 1.939
O 2.733 -0.654 -2.123
H 2.932 0.294 -2.205
H 1.763 -0.616 -1.748
O -3.184 0.349 -1.289
H -2.418 0.538 -0.724
H -2.717 -0.156 -1.962
```



Model y:
# H9O5

A 5-piece molecular cluster, H9O5 overall (ωB97M-V with the def2-TZVPD basis set, OMol25).

Calculated values
HOMO level (eV): -5.03
Total charge: -1
LUMO energy (eV): 4.26
2S+1: 1
Kohn-Sham gap (eV): 9.29

```
14
H9O5 ωB97M-V with the def2-TZVPD basis set
O -1.030 0.389 -0.832
H -0.908 0.115 -1.801
O -3.573 -0.311 0.411
H -4.005 0.570 0.536
H -2.656 -0.146 -0.007
O 0.453 -1.220 0.369
H -0.115 -2.007 0.287
H -0.124 -0.602 -0.235
O 1.231 1.814 0.031
H 0.422 1.503 -0.190
H 1.603 1.083 0.438
O 2.981 -0.657 0.136
H 3.178 0.316 0.063
H 2.104 -0.952 -0.023
```



Stability summary: most stable model y, least stable model w.



Model w:
# CH3N2S

An isolated ion of composition CH3N2S and charge +1 (ωB97M-V with the def2-TZVPD basis set, OMol25).

Calculated values
HOMO level (eV): -14.70
Total charge: +1
LUMO energy (eV): -5.25
2S+1: 1
Kohn-Sham gap (eV): 9.45

```
7
CH3N2S ωB97M-V with the def2-TZVPD basis set
C -0.010 -0.016 -0.240
N -1.233 -0.618 -0.363
N 0.798 0.553 0.592
S -0.258 -0.693 -1.775
H -1.495 -1.480 0.122
H 0.573 1.099 1.497
H 1.625 1.155 0.168
```



Model x:
# CH3N2S

An isolated ion of composition CH3N2S and charge +1 (ωB97M-V with the def2-TZVPD basis set, OMol25).

Calculated values
HOMO level (spin up / spin down) (eV): -14.72 / -14.73
Total charge: +1
SMILES: [NH+]#S#CN
LUMO energy (spin up / spin down) (eV): -6.37 / -6.29
2S+1: 1
Kohn-Sham gap (spin up / spin down) (eV): 8.35 / 8.44

```
7
CH3N2S ωB97M-V with the def2-TZVPD basis set
N -1.077 1.225 0.028
S -1.686 -0.185 0.084
C -0.154 -0.756 -0.052
N 1.064 -0.810 0.145
H -1.537 1.949 -0.324
H 1.693 -0.410 0.768
H 1.697 -1.012 -0.649
```



Stability summary: most stable model w, least stable model x.



Model w:
# C2H10N2O2

A 3-piece molecular cluster, C2H10N2O2 overall (ωB97M-V with the def2-TZVPD basis set, OMol25).

Calculated values
HOMO level (spin up / spin down) (eV): -15.67 / -15.42
Total charge: +1
LUMO energy (spin up / spin down) (eV): -4.28 / -8.93
⟨S²⟩: 0.7778
2S+1: 2
Kohn-Sham gap (spin up / spin down) (eV): 11.39 / 6.48

```
16
C2H10N2O2 ωB97M-V with the def2-TZVPD basis set
C -1.577 -0.998 -0.949
N -0.831 0.798 1.235
C -0.362 0.888 -0.149
N -0.729 0.185 -1.110
H -1.539 -1.535 -1.894
H -2.546 -0.750 -0.567
H -1.094 -1.672 -0.277
H -0.586 1.529 1.788
H -0.585 -0.112 1.680
H 0.035 1.903 -0.264
H 1.551 -0.284 0.955
H 1.630 -0.940 2.381
O 1.619 -0.109 1.908
H 1.351 -0.036 -2.155
H 1.787 1.030 -1.187
O 1.876 0.103 -1.396
```



Model x:
# C2H10N2O2

A 3-piece molecular cluster, C2H10N2O2 overall (ωB97M-V with the def2-TZVPD basis set, OMol25).

Calculated values
HOMO level (spin up / spin down) (eV): -15.97 / -15.76
Total charge: +1
LUMO energy (spin up / spin down) (eV): -3.76 / -8.41
⟨S²⟩: 0.7684
2S+1: 2
Kohn-Sham gap (spin up / spin down) (eV): 12.21 / 7.35

```
16
C2H10N2O2 ωB97M-V with the def2-TZVPD basis set
C -1.236 -0.830 -0.974
N -0.832 0.332 1.595
C -1.623 0.875 0.621
N -1.741 0.404 -0.542
H -1.863 -1.655 -0.697
H -0.173 -1.009 -0.660
H -1.225 -0.773 -1.998
H -0.594 0.924 2.381
H 0.123 -0.054 1.283
H -2.249 1.765 0.799
H 1.534 -0.917 1.097
H 2.301 0.204 0.282
O 1.687 0.100 1.056
H 2.064 -0.504 -1.265
H 1.451 0.731 -1.564
O 2.377 0.406 -1.414
```



Stability summary: most stable model x, least stable model w.



Model w:
# C3H7O3

A 2-piece molecular cluster, C3H7O3 overall (ωB97M-V with the def2-TZVPD basis set, OMol25).

Calculated values
HOMO level (eV): -4.74
Total charge: -1
LUMO energy (eV): 4.44
2S+1: 1
Kohn-Sham gap (eV): 9.19

```
13
C3H7O3 ωB97M-V with the def2-TZVPD basis set
C -1.243 -0.231 -0.182
O -0.757 -1.462 -0.608
C -0.849 -0.004 1.286
H -2.348 -0.232 -0.309
H -0.827 0.597 -0.820
H -1.287 0.911 1.789
H 0.226 -0.005 1.340
H -1.243 -0.877 1.854
O 1.334 1.641 -0.629
C 2.014 0.642 -0.955
O 1.708 -0.600 -0.724
H 3.045 0.861 -1.320
H 0.226 -1.240 -0.721
```



Model x:
# C3H7O3

A 2-piece molecular cluster, C3H7O3 overall (ωB97M-V with the def2-TZVPD basis set, OMol25).

Calculated values
HOMO level (eV): -3.98
Total charge: -1
LUMO energy (eV): 4.11
2S+1: 1
Kohn-Sham gap (eV): 8.09

```
13
C3H7O3 ωB97M-V with the def2-TZVPD basis set
C 2.559 -0.135 -1.004
O 1.381 -0.469 -1.528
H 0.662 -0.506 -0.842
H 2.646 0.946 -0.704
H 3.279 -0.339 -1.932
H 2.834 -0.674 -0.260
C -1.819 0.369 -0.450
C -0.984 0.152 0.892
O 0.175 -0.271 0.837
O -1.813 0.403 1.859
H -2.559 1.045 -0.351
H -2.251 -0.629 -0.600
H -1.089 0.537 -1.274
```



Stability summary: most stable model w, least stable model x.



Model w:
# C3H7O3

A 2-piece molecular cluster, C3H7O3 overall (ωB97M-V with the def2-TZVPD basis set, OMol25).

Calculated values
HOMO level (eV): -4.14
Total charge: -1
LUMO energy (eV): 4.16
2S+1: 1
Kohn-Sham gap (eV): 8.29

```
13
C3H7O3 ωB97M-V with the def2-TZVPD basis set
C -1.430 0.890 1.080
C -1.206 0.401 -0.399
O -0.207 -0.335 -0.572
O -2.130 0.664 -1.200
H -1.741 1.924 1.184
H -0.447 0.835 1.572
H -2.078 0.180 1.579
C 2.326 -1.279 -0.007
O 2.052 -0.149 0.781
H 1.373 0.384 0.401
H 3.140 -1.827 0.462
H 2.519 -1.029 -1.053
H 1.467 -1.954 -0.013
```



Model x:
# C3H7O3

A 2-piece molecular cluster, C3H7O3 overall (ωB97M-V with the def2-TZVPD basis set, OMol25).

Calculated values
HOMO level (eV): -4.43
Total charge: -1
LUMO energy (eV): 4.20
2S+1: 1
Kohn-Sham gap (eV): 8.62

```
13
C3H7O3 ωB97M-V with the def2-TZVPD basis set
O -0.169 -0.971 -2.184
C -0.220 -0.929 -0.949
O 0.590 -1.439 -0.114
C -1.371 -0.140 -0.270
C -0.815 0.811 0.791
H -2.031 -0.817 0.281
H -1.995 0.407 -0.978
H -0.039 1.445 0.371
H -0.213 0.222 1.485
H -1.583 1.408 1.275
H 2.057 -0.626 0.194
H 2.911 0.724 -0.194
O 2.876 -0.096 0.290
```



Model y:
# C3H7O3

A 2-piece molecular cluster, C3H7O3 overall (ωB97M-V with the def2-TZVPD basis set, OMol25).

Calculated values
HOMO level (eV): -4.47
Total charge: -1
LUMO energy (eV): 4.32
2S+1: 1
Kohn-Sham gap (eV): 8.79

```
13
C3H7O3 ωB97M-V with the def2-TZVPD basis set
C -0.761 -2.329 -0.965
C -0.585 -0.829 -0.687
O -0.385 -0.485 0.516
O -0.624 -0.088 -1.682
H -1.264 -2.886 -0.178
H 0.210 -2.798 -1.177
H -1.330 -2.423 -1.893
C 1.115 2.141 1.049
O -0.290 2.070 1.115
H -0.543 1.161 0.804
H 1.489 1.181 0.711
H 1.449 2.922 0.349
H 1.518 2.364 2.038
```



Stability summary: most stable model x, least stable model w.